Entry 1:
44
Properties=species:S:1:pos:R:3:mulliken_charge:R:1 method="wB97M-V/def2-TZVPD" homo_lumo_gap_ev="5.95 / 6.80" charge=-1 spin_multiplicity=4 lumo_ev="2.8322 / 2.8277"
V -1.84155 -0.78520 -0.11553 0.75
C 0.55808 -3.51839 -0.48207 -0.84
C -0.40531 -3.64801 0.70273 -0.64
O -0.64012 -2.42203 1.39118 -0.21
C 0.34156 -2.01962 2.34664 -1.00
C 1.62371 -1.45874 1.79626 -0.45
O 1.37792 -0.31411 1.02710 -0.01
C 2.38274 -0.01350 0.09798 -0.43
C 1.79340 0.89895 -0.94982 -0.95
O 0.59989 0.40602 -1.52567 -0.05
C 0.70388 -0.51454 -2.59055 -0.71
C 1.07734 -1.93884 -2.17501 -0.77
O 0.60050 -2.17216 -0.87608 0.63
H 0.18187 -4.15051 -1.29414 0.38
H 1.56935 -3.86246 -0.22401 0.33
H -0.04151 -4.41081 1.39831 0.32
H -1.37648 -3.94403 0.32365 0.32
H 0.60040 -2.88374 2.96832 0.46
H -0.15021 -1.26568 2.95978 0.31
H 2.14720 -2.21578 1.20197 0.27
H 2.26085 -1.21575 2.65848 0.45
H 2.76781 -0.93243 -0.35860 0.25
H 3.23100 0.49858 0.57807 0.39
H 2.54889 1.09316 -1.72324 0.43
H 1.52065 1.84767 -0.48697 0.35
H 1.43300 -0.15850 -3.32982 0.35
H -0.28266 -0.52235 -3.04788 0.30
H 2.16485 -2.09172 -2.21276 0.34
H 0.61465 -2.64081 -2.87904 0.39
O -0.90799 1.66253 2.96737 -0.72
C -1.31472 1.48465 1.83597 0.42
O -1.48042 0.25232 1.35464 -0.53
C -1.62991 2.64720 0.90526 0.37
C -1.31640 3.90102 1.43194 -0.67
C -1.51746 5.07092 0.72939 -0.48
C -2.04961 4.97101 -0.55906 -0.46
C -2.37430 3.74721 -1.09111 -0.80
C -2.20339 2.52187 -0.38439 0.51
S -2.79642 1.07985 -1.21678 -0.45
H -0.90284 3.91785 2.43360 0.40
H -1.27061 6.03125 1.16501 0.37
H -2.21622 5.86705 -1.14723 0.34
H -2.78767 3.68427 -2.09129 0.38
Cl -2.59377 -2.48370 -1.51261 -0.62

Entry 2:
9
Properties=species:S:1:pos:R:3:mulliken_charge:R:1 method="wB97M-V/def2-TZVPD" homo_lumo_gap_ev="7.28 / 7.69" e_above_lowest_kcal_mol=156.0 charge=+1 spin_multiplicity=1 lumo_ev="-7.6178 / -7.8966"
C -1.45905 1.98017 0.34864 0.55
N -0.07978 -1.20749 0.32423 -0.31
N -0.61220 -0.13870 0.48177 0.28
O -0.68897 0.95647 -0.29805 -0.12
F -1.01440 1.97964 1.56926 -0.19
F -2.74720 1.68897 0.28776 -0.20
P 0.73396 -3.19019 -0.60920 0.55
H -1.29190 2.86575 -0.25689 0.24
H 0.95927 -3.12112 0.80023 0.20

Entry 3:
77
Properties=species:S:1:pos:R:3:mulliken_charge:R:1 method="wB97M-V/def2-TZVPD" homo_lumo_gap_ev="6.20 / 5.71" e_above_lowest_kcal_mol=5.0 charge=+2 spin_multiplicity=2 lumo_ev="-7.8297 / -8.2743"
Ir -0.09064 0.27358 -1.27143 1.71
C -3.03137 -2.76516 -1.98016 -1.96
C -2.25265 -1.51806 -1.75755 0.95
N -1.01593 -1.48963 -1.41777 0.56
N -0.23500 -2.61453 -1.42038 -0.97
C 1.02225 -2.25694 -1.39673 -0.32
O 1.38748 -0.97012 -1.40053 -0.40
C 2.08499 -3.25185 -1.37899 1.01
C 1.77356 -4.60620 -1.23686 -0.28
C 2.79282 -5.53150 -1.12104 -0.83
C 4.11899 -5.11363 -1.16410 -0.40
C 4.43117 -3.77005 -1.32507 -0.93
C 3.41606 -2.83520 -1.42910 -0.14
C -2.80722 -0.16541 -1.97975 0.13
C -4.10518 0.06127 -2.36223 -0.37
C -4.52652 1.36207 -2.62603 -0.73
C -3.61836 2.40038 -2.52994 -1.00
C -2.32332 2.11510 -2.14593 -0.26
N -1.93200 0.86726 -1.84233 0.10
H -2.37374 -3.62593 -1.94905 0.37
H -3.54014 -2.73888 -2.94524 0.48
H -3.79390 -2.87201 -1.20398 0.36
H 0.73801 -4.91742 -1.21320 0.46
H 2.55958 -6.57976 -0.99048 0.42
H 4.91422 -5.84237 -1.07235 0.43
H 5.46529 -3.45595 -1.36900 0.44
H 3.64741 -1.78750 -1.56528 0.43
H -4.78145 -0.77780 -2.45828 0.53
H -5.55232 1.55640 -2.91194 0.48
H -3.90009 3.41822 -2.76047 0.50
H -1.57018 2.88744 -2.07051 0.80
C 1.48230 0.07992 3.64584 -1.55
Si 1.33489 -0.37352 1.84117 0.49
C 1.24880 -2.23150 1.81598 -1.07
C 2.93607 0.22106 1.06741 -0.82
C -0.13376 0.60594 0.99411 -0.26
Si -1.81475 0.07569 1.80577 -0.06
C -3.36234 0.76621 1.03168 -0.82
C -1.74003 0.81526 3.51060 -1.09
C -2.01485 -1.77710 1.82517 -1.05
Si 0.12571 2.49709 1.05387 -0.43
C -1.37994 3.56756 0.83435 -1.09
C 1.06000 3.14518 2.51384 -1.27
C 1.15147 2.87957 -0.47332 0.65
C 1.89739 4.03943 -0.64966 -0.80
C 2.60051 4.24033 -1.82600 -0.46
C 2.55610 3.26379 -2.81400 -0.86
C 1.80004 2.13677 -2.59531 -0.22
N 1.10528 1.95784 -1.45318 0.45
H 2.52044 -0.13430 3.91826 0.39
H 0.84438 -0.54697 4.27206 0.46
H 1.28151 1.11842 3.89236 0.39
H 2.27146 -2.61429 1.77741 0.43
H 0.69384 -2.67742 0.99891 0.19
H 0.79146 -2.59129 2.74057 0.54
H 3.74613 -0.40442 1.45648 0.53
H 3.15342 1.25530 1.35397 0.29
H 2.95722 0.15009 -0.01627 0.04
H -3.34927 1.84427 0.88172 0.37
H -4.17316 0.55294 1.73601 0.61
H -3.62452 0.28350 0.09726 0.12
H -1.72491 1.90867 3.47810 0.22
H -0.89457 0.48081 4.10610 0.34
H -2.65474 0.51704 4.03197 0.45
H -1.54651 -2.27173 0.97497 0.23
H -3.08309 -2.01328 1.80579 0.43
H -1.60330 -2.22746 2.73102 0.40
H -1.99859 3.60392 1.73475 0.37
H -2.01501 3.26369 0.00400 0.22
H -1.03204 4.58545 0.63601 0.45
H 0.55198 2.92129 3.45426 0.47
H 1.11134 4.23503 2.43351 0.49
H 2.07690 2.75641 2.57523 0.38
H 1.92141 4.78209 0.13820 0.45
H 3.17894 5.14364 -1.97381 0.48
H 3.10198 3.37087 -3.74088 0.46
H 1.74258 1.34242 -3.33058 0.51

Entry 4:
18
Properties=species:S:1:pos:R:3:mulliken_charge:R:1 method="wB97M-V/def2-TZVPD" homo_lumo_gap_ev=9.67 e_above_lowest_kcal_mol=17.2 charge=0 spin_multiplicity=1 lumo_ev=0.0409
C -1.89873 -0.06468 -0.06135 0.06
C -1.13261 1.26767 -0.43782 0.57
C -1.17903 -1.34853 -0.42557 0.55
C 0.80548 -0.01982 -0.31543 1.31
C 0.93405 -0.09602 1.24367 -1.45
C 2.18946 0.12271 -0.98389 -1.31
N -3.83654 0.11202 1.32516 -0.72
N -2.97163 0.08058 0.64380 0.72
O -1.81276 2.19272 -0.66828 -0.53
O -1.76875 -2.38883 -0.42704 -0.57
O 0.16392 1.17002 -0.73936 -0.36
O 0.11089 -1.14309 -0.70196 -0.39
H 1.34013 0.85040 1.69321 0.37
H 1.67076 -0.82668 1.60790 0.38
H 0.01481 -0.37590 1.71864 0.37
H 1.95225 0.58243 -1.99716 0.36
H 2.72024 -0.81829 -1.26770 0.31
H 2.69807 0.70327 -0.20681 0.32

Entry 5:
74
Properties=species:S:1:pos:R:3:mulliken_charge:R:1 method="wB97M-V/def2-TZVPD" homo_lumo_gap_ev="7.29 / 7.47" e_above_lowest_kcal_mol=7.3 charge=0 spin_multiplicity=5 lumo_ev="-1.4048 / -1.3492"
Mn -0.02731 -0.01347 -0.07875 0.02
N 1.95797 -0.45208 0.50100 0.02
C 2.91176 0.01705 -0.45271 0.46
C 4.26647 -0.20170 -0.34346 -0.53
C 5.14524 0.35087 -1.27783 -0.76
C 4.67161 1.10292 -2.31882 -0.87
C 3.29156 1.32442 -2.47707 0.69
C 2.74122 2.04981 -3.55397 -0.69
C 1.37618 2.16071 -3.64343 -1.20
C 0.56315 1.59734 -2.65687 -0.09
N 1.03895 0.94480 -1.59958 -0.01
C 2.39750 0.78238 -1.52050 0.10
H 2.24544 -1.35937 0.87508 0.40
H 2.01333 0.22119 1.32789 0.33
H 4.65427 -0.79047 0.47259 0.45
H 6.20407 0.18669 -1.17109 0.41
H 5.34238 1.53771 -3.04030 0.42
H 3.38707 2.49320 -4.29635 0.46
H 0.91116 2.68328 -4.46528 0.48
H -0.51213 1.67892 -2.73863 0.76
C 1.02748 6.60955 0.43405 -1.67
C 0.18825 5.44408 0.01470 0.87
C 0.36463 4.19964 0.60640 -0.70
C -0.44448 3.13864 0.24681 0.27
C -1.41498 3.29099 -0.71686 0.10
C -1.58897 4.51332 -1.34012 -0.96
C -0.79200 5.58224 -0.96555 -0.83
S -2.52081 1.93689 -1.12631 1.59
O -3.70576 2.07444 -0.33500 -0.73
O -2.69449 1.96807 -2.56011 -0.79
N -1.71457 0.51819 -0.73632 1.02
C -2.59938 -0.55966 -1.10873 -0.70
C -1.94446 -1.91210 -0.70303 0.11
O -2.51989 -2.96022 -0.86994 -0.68
O -0.75770 -1.75903 -0.24670 -0.82
H 1.54218 6.38683 1.36388 0.35
H 0.40762 7.49173 0.57306 0.41
H 1.77311 6.83596 -0.32653 0.32
H 1.12614 4.05180 1.35764 0.47
H -0.34095 2.17671 0.72909 -0.03
H -2.34940 4.61262 -2.09925 0.53
H -0.94092 6.54202 -1.43878 0.44
H -2.76216 -0.56204 -2.19794 0.50
H -3.57241 -0.44920 -0.61442 0.47
O 1.74969 1.36973 2.48176 -0.91
C 0.55061 1.25347 2.75720 0.19
N -0.08835 1.89453 3.76094 0.07
C -1.41684 1.33167 3.94909 3.56
C -1.53886 0.48299 2.65742 -0.89
O -2.52692 -0.07901 2.26060 -0.63
N -0.32574 0.48917 2.04348 0.04
C -1.34623 0.47176 5.19584 -0.22
C -1.01668 -0.87453 5.12415 -0.29
C -0.80547 -1.59450 6.28783 -0.91
C -0.90675 -0.97402 7.52164 -0.43
C -1.24184 0.36832 7.59381 -0.84
C -1.45594 1.09188 6.43507 -0.25
C -2.55095 2.32146 3.97771 -0.77
C -3.82305 1.81948 4.23510 -0.09
C -4.91486 2.66579 4.24362 -1.01
C -4.74740 4.01915 4.00039 -0.43
C -3.48396 4.51820 3.73391 -0.95
C -2.38557 3.67371 3.71360 -0.27
H 0.41889 2.31714 4.52189 0.35
H -0.92929 -1.35725 4.16095 0.48
H -0.55131 -2.64202 6.22728 0.42
H -0.72876 -1.53678 8.42648 0.40
H -1.32555 0.85535 8.55422 0.40
H -1.70646 2.14302 6.48142 0.42
H -3.94701 0.76111 4.40728 0.49
H -5.89872 2.26598 4.43934 0.41
H -5.60205 4.68037 4.01260 0.42
H -3.35385 5.57292 3.53816 0.43
H -1.40527 4.06997 3.48575 0.38

Entry 6:
33
Properties=species:S:1:pos:R:3:mulliken_charge:R:1 method="wB97M-V/def2-TZVPD" homo_lumo_gap_ev=9.39 e_above_lowest_kcal_mol=27.0 charge=0 smiles=O.O.O.O.O.O.O.O.O.O.O spin_multiplicity=1 lumo_ev=-0.2631
O 0.40236 0.36758 -0.73403 -0.30
H 0.14536 -0.09342 0.07097 0.09
H 1.21836 -0.04842 -0.95903 0.35
O 2.44936 -1.38042 -1.22903 -0.74
H 2.36936 -2.10242 -0.63403 0.32
H 3.40236 -1.32142 -1.09303 0.28
O 0.63436 -2.40642 -3.05503 -0.59
H 0.89336 -3.12942 -3.59203 0.31
H 1.42636 -2.32642 -2.49203 0.36
O -1.35064 0.94958 -2.86303 -0.74
H -1.52464 0.13458 -3.33203 0.32
H -0.63764 0.86858 -2.22803 0.41
O -1.69764 1.60858 1.41397 -0.67
H -2.18264 1.11358 0.74797 0.36
H -1.03964 2.04958 0.93297 0.35
O -0.16164 0.12458 3.30197 -0.70
H 0.55536 0.75558 3.08297 0.40
H -0.85864 0.40358 2.73697 0.35
O 0.27536 3.22558 -0.16803 -0.70
H -0.50864 3.71958 -0.39603 0.32
H 0.31836 2.60858 -0.86103 0.32
O 1.47036 -2.12242 2.45297 -0.65
H 1.27536 -3.07242 2.32997 0.27
H 0.69736 -1.65142 2.16197 0.40
O 1.75336 1.61058 2.08297 -0.67
H 2.41836 0.96958 1.81497 0.30
H 1.49736 2.11258 1.31597 0.33
O -1.02864 -1.43942 1.01697 -0.57
H -1.94364 -1.24042 1.01597 0.22
H -1.00764 -2.10942 0.26697 0.29
O -3.03864 0.41358 -0.74303 -0.66
H -2.41764 0.49258 -1.46003 0.37
H -3.80464 0.91558 -0.90703 0.27

Entry 7:
9
Properties=species:S:1:pos:R:3:mulliken_charge:R:1 method="wB97M-V/def2-TZVPD" homo_lumo_gap_ev=8.42 e_above_lowest_kcal_mol=64.8 charge=0 spin_multiplicity=1 lumo_ev=-0.2054
N 0.68178 0.87487 1.48569 -0.69
N -1.24318 -0.19006 -1.60028 -0.43
P -1.14635 -0.98904 -0.16401 0.29
S 0.23041 -2.42418 -0.57470 -0.42
H 0.62351 0.50212 2.43105 0.24
H 0.96700 1.83961 1.60459 0.21
H -0.32119 -0.29268 -2.04171 0.26
H -1.60229 0.66684 -2.04052 0.27
H 1.81031 0.01253 0.89989 0.26

Entry 8:
13
Properties=species:S:1:pos:R:3:mulliken_charge:R:1 method="wB97M-V/def2-TZVPD" homo_lumo_gap_ev=9.78 e_above_lowest_kcal_mol=65.9 charge=0 spin_multiplicity=1 lumo_ev=0.7628
C -1.82754 -0.21260 0.44933 -1.13
C -0.54462 1.05738 -1.09615 -0.34
C -0.79994 -0.37771 -0.68633 0.43
N 0.45197 -0.93284 -0.16779 -0.63
C 1.23132 0.05880 -0.14258 0.49
N 2.52797 0.17567 0.24579 -0.44
O 0.68300 1.27261 -0.65091 -0.18
H -2.81685 0.01822 0.04814 0.33
H -1.86427 -1.13124 1.03561 0.33
H -1.52753 0.60786 1.11308 0.29
H -1.21891 -0.99984 -1.48443 0.34
H 2.81011 1.08233 0.58813 0.25
H 2.89529 -0.61862 0.74813 0.27

Entry 9:
14
Properties=species:S:1:pos:R:3:mulliken_charge:R:1 method="wB97M-V/def2-TZVPD" homo_lumo_gap_ev=11.17 e_above_lowest_kcal_mol=50.9 charge=0 smiles=C#C[C@H](O)CC spin_multiplicity=1 lumo_ev=0.9972
C -1.62386 1.09298 -0.01518 -1.13
C -0.97902 -0.28992 -0.01550 -0.45
C 0.45003 -0.32726 0.53370 0.27
O 0.67750 -1.65369 0.99274 -0.51
C 1.50098 -0.02150 -0.45757 -0.76
C 2.45772 -0.01665 -1.19091 0.06
H -1.64597 1.51861 0.99481 0.33
H -2.66108 1.02719 -0.35957 0.34
H -1.10059 1.80003 -0.66864 0.30
H -0.98246 -0.71971 -1.02311 0.32
H -1.55388 -0.96714 0.62662 0.28
H 0.52730 0.38025 1.37626 0.19
H 1.63449 -1.76774 1.05354 0.33
H 3.29883 -0.05545 -1.84720 0.43